[1]
90
Properties=species:S:1:pos:R:3:mulliken_charge:R:1 method="wB97M-V/def2-TZVPD" charge=-1 orbital_gap_ev=5.50 e_homo_ev=-3.48 e_above_lowest_ev=0.300 e_lumo_ev=2.020
Tl 0.01 0.58 -0.10 1.255
Br 2.76 -5.51 0.68 -0.152
S 0.11 -1.03 3.55 1.425
S 1.36 0.71 -4.04 -0.054
F -0.49 4.13 0.74 -0.294
F -1.79 3.54 -0.90 -0.322
F -2.34 3.06 1.15 -0.303
O 1.54 -0.95 3.31 -0.774
O 0.18 0.36 -3.26 -0.358
O -0.33 -0.31 4.72 -0.803
N -0.61 -0.65 2.16 -0.067
N 0.18 -2.40 -0.02 0.532
N 6.09 -0.12 -1.04 -0.874
N 3.92 0.77 -0.84 -0.491
N 1.06 1.77 1.92 0.009
N -2.75 -0.82 3.07 -0.654
N 2.97 0.69 0.04 0.811
N 4.89 0.01 -0.41 1.282
N -2.38 -0.30 0.79 -0.180
N 4.62 -0.58 0.73 -1.203
N -0.97 -6.91 3.66 -0.595
C 3.75 3.70 2.33 -1.533
C 4.57 -1.79 -4.30 -0.619
C 2.04 3.81 -1.53 -0.539
C 0.80 -3.69 3.48 -0.082
C 4.50 -2.52 -3.13 -0.828
C 1.20 -3.13 0.40 -0.618
C -1.50 -3.27 3.99 -0.217
C 2.02 4.32 4.05 -1.863
C -1.76 -4.63 3.93 -0.960
C -1.93 -0.58 2.04 0.571
C 2.20 2.07 -3.15 0.471
C 2.53 -1.30 -2.49 0.142
C 3.48 -2.28 -2.22 -0.339
C -0.73 -5.54 3.65 1.137
C 0.56 -5.05 3.45 -0.886
C -0.96 -4.37 -0.70 -1.201
C -0.87 -2.99 -0.56 -0.592
C -3.68 -0.24 0.60 -0.317
C 2.72 3.16 3.34 2.397
C -4.05 -0.74 2.86 -0.199
C 3.38 4.09 -1.72 -0.518
C 1.21 -4.50 0.22 -0.292
C -0.23 -2.80 3.73 -1.194
C 1.76 2.39 2.58 -0.735
C 4.12 3.39 -2.66 -0.655
C 3.40 -0.14 1.00 -0.783
C -1.25 3.03 0.30 -0.079
C 3.53 2.37 -3.39 -0.520
C 0.12 -5.15 -0.33 -0.147
C -4.60 -0.45 1.62 -0.996
C 2.62 -0.56 -3.65 -0.213
C 1.44 2.81 -2.27 -0.695
C 3.40 2.22 4.35 -1.706
C 3.63 -0.81 -4.57 -0.131
H 3.93 1.42 3.83 0.278
H 4.11 1.82 -4.10 0.374
H 1.40 3.96 4.86 0.413
H 3.43 -2.84 -1.30 0.433
H 2.77 5.00 4.47 0.424
H -0.29 -7.46 3.16 0.209
H -5.66 -0.40 1.47 0.377
H 5.36 -2.00 -5.02 0.386
H 2.83 -0.39 1.87 0.998
H -4.01 -0.02 -0.41 0.478
H 5.96 -0.06 -2.04 0.278
H 6.52 -0.99 -0.75 0.313
H -2.76 -5.00 4.10 0.319
H 0.39 2.60 -2.16 1.021
H -2.28 -2.56 4.21 0.543
H 3.67 -0.25 -5.49 0.513
H 1.40 4.88 3.35 0.371
H -4.66 -0.93 3.73 0.461
H 4.11 2.78 4.96 0.443
H 5.24 -3.29 -2.92 0.436
H 5.16 3.63 -2.82 0.376
H -1.92 -7.20 3.51 0.204
H 1.45 4.36 -0.81 0.420
H 2.65 1.76 4.99 0.387
H 2.01 -2.59 0.87 0.874
H 1.36 -5.75 3.27 0.430
H -1.85 -4.82 -1.10 0.428
H 4.49 4.31 2.84 0.487
H 3.24 4.30 1.57 0.330
H 1.79 -3.30 3.32 0.601
H 1.73 -1.10 -1.79 0.287
H -1.65 -2.33 -0.89 0.532
H 4.26 2.88 1.83 0.218
H 0.12 -6.23 -0.47 0.489
H 3.86 4.86 -1.14 0.419


[2]
89
Properties=species:S:1:pos:R:3:mulliken_charge:R:1 method="wB97M-V/def2-TZVPD" charge=+2 orbital_gap_ev=6.62 e_homo_ev=-13.61 e_lumo_ev=-6.987
Zr 0.43 1.01 1.52 0.328
P 2.13 -0.35 0.06 1.283
P -1.25 -0.59 0.26 1.277
Si -0.76 0.34 4.74 0.373
O -0.55 0.92 3.19 -0.809
C 2.12 3.85 0.13 -0.864
C -2.53 0.68 -0.21 1.633
C -1.32 1.78 -4.79 -1.301
C 3.23 3.11 -1.89 -0.385
C -1.86 -0.23 -3.32 -0.429
C -3.07 2.99 -0.78 -0.362
C 5.91 -2.79 0.86 -0.523
C -4.44 2.72 -0.62 -0.774
C -3.38 -3.35 2.44 -0.578
C -1.26 -1.26 -4.23 -1.039
C 6.02 -1.45 0.47 -0.736
C -2.11 1.99 -0.53 -0.638
C 1.11 -1.15 -1.16 -0.739
C -0.44 -1.52 4.67 -0.852
C 3.13 1.77 -1.50 -0.766
C 0.11 -0.86 -4.85 -1.392
C -3.80 -4.27 1.46 -0.607
C -2.52 0.72 5.19 -1.115
C -0.25 -1.21 -1.10 -0.977
C 4.88 -0.72 0.14 -0.233
C 2.19 0.21 2.73 -1.583
C 1.05 1.30 -3.94 0.093
C -2.74 -2.93 -0.25 -0.239
C 4.66 -3.41 0.88 -0.668
C -1.81 1.09 -3.55 0.037
C -3.91 0.42 -0.06 -0.981
C -2.67 -2.20 2.06 0.223
C 0.18 2.21 -4.74 -0.909
C 2.54 1.45 -0.28 0.889
C -3.48 -4.06 0.12 -0.804
C -2.29 -2.02 0.72 -0.425
C -4.86 1.43 -0.27 -0.707
C 1.03 -0.03 -4.00 0.198
C 0.44 1.11 5.97 -1.113
C 3.51 -2.71 0.52 -0.717
C 3.62 -1.34 0.17 0.624
C 2.14 2.51 0.62 -0.281
C 2.70 4.14 -1.09 -0.742
H 1.82 -0.61 -3.51 0.936
H 3.25 0.26 2.45 0.675
H -1.90 2.71 -4.89 0.484
H 0.45 2.19 5.85 0.351
H -3.83 -4.75 -0.65 0.461
H -3.25 0.07 4.69 0.298
H -3.63 -3.51 3.49 0.478
H -2.66 0.61 6.27 0.350
H 1.45 0.73 5.83 0.342
H 0.54 2.34 -5.78 0.378
H -4.39 -5.14 1.75 0.405
H -1.05 2.23 -0.68 -0.004
H 0.23 3.21 -4.30 0.301
H -2.42 -1.43 2.80 0.269
H -5.93 1.21 -0.16 0.459
H -2.46 -0.61 -2.48 0.968
H -0.10 -0.34 -5.80 0.320
H -1.51 1.20 -5.71 0.367
H 7.00 -0.97 0.42 0.426
H 4.94 0.34 -0.14 0.272
H -5.18 3.51 -0.77 0.415
H -0.48 -1.87 5.71 0.488
H 4.57 -4.46 1.17 0.415
H 2.00 -0.82 3.06 0.329
H 3.73 3.35 -2.84 0.480
H 3.48 0.95 -2.16 0.612
H 1.71 4.64 0.75 0.563
H 6.80 -3.35 1.16 0.401
H 0.56 -1.74 4.28 0.286
H -2.74 3.98 -1.11 0.460
H -2.23 1.79 -2.81 0.487
H 2.77 5.17 -1.45 0.455
H 0.64 -1.79 -5.11 0.499
H -0.77 -1.89 -1.79 0.358
H 2.53 -3.18 0.51 0.439
H -4.24 -0.57 0.23 0.413
H -2.52 -2.76 -1.31 0.253
H -1.14 -2.11 4.07 0.227
H 2.11 0.83 3.64 0.339
H 2.19 2.34 1.73 0.663
H 0.15 0.89 7.01 0.381
H -1.12 -2.22 -3.70 0.176
H -1.96 -1.51 -5.05 0.499
H 1.66 -1.78 -1.89 1.246
H -2.77 1.76 4.92 0.330
H 1.85 1.81 -3.40 -0.420


[3]
19
Properties=species:S:1:pos:R:3:mulliken_charge:R:1 method="wB97M-V/def2-TZVPD" charge=0 orbital_gap_ev="7.22 / 8.61" e_homo_ev="-7.67 / -8.58" e_above_lowest_ev=4.357 e_lumo_ev="-0.452 / 0.036"
F -1.40 2.50 1.89 -0.228
N 0.21 2.78 0.32 0.258
N -0.61 0.20 -0.13 -0.396
N 0.06 2.30 -0.79 -0.611
C -0.25 -2.28 -1.02 -1.376
C 1.08 -1.18 0.87 -1.320
C -0.11 2.86 1.53 0.029
C -0.34 -1.21 0.14 0.363
C -0.38 0.94 -1.17 -0.180
H 1.02 -0.75 1.83 0.376
H -1.23 1.59 -1.58 0.265
H -0.03 0.57 -2.18 0.385
H -1.06 -2.41 -1.80 0.320
H 0.54 3.50 2.09 0.341
H -1.21 -1.45 0.71 0.257
H -0.13 -3.26 -0.48 0.350
H 1.63 -0.47 0.38 0.392
H 1.56 -2.13 0.94 0.382
H 0.64 -2.10 -1.55 0.393


[4]
8
Properties=species:S:1:pos:R:3:mulliken_charge:R:1 method="wB97M-V/def2-TZVPD" charge=-1 orbital_gap_ev=7.63 e_homo_ev=-3.64 e_above_lowest_ev=0.580 e_lumo_ev=3.993
Si -0.12 0.28 0.64 0.540
O 0.48 1.71 0.04 -0.495
O -1.00 -2.06 -0.66 -0.648
O 0.69 -0.89 -1.57 -0.674
C -0.20 -1.12 -0.71 0.392
H -1.31 0.69 1.15 -0.223
H 0.42 -0.10 1.83 -0.208
H 1.03 1.50 -0.71 0.316


[5]
8
Properties=species:S:1:pos:R:3:mulliken_charge:R:1 method="wB97M-V/def2-TZVPD" charge=+3 multiplicity=6 orbital_gap_ev="11.19 / 9.28" e_homo_ev="-27.71 / -28.54" e_above_lowest_ev=0.534 e_lumo_ev="-16.515 / -19.264"
Fe 2.33 0.34 0.00 1.189
O -0.73 0.70 -0.53 -0.078
O -0.41 -1.07 0.59 -0.053
C -1.98 0.23 -0.22 0.267
C -1.79 -0.92 0.46 0.092
C 0.18 -0.03 0.07 0.733
H -2.68 -0.11 -1.06 0.401
H -2.41 -1.44 1.18 0.450


[6]
77
Properties=species:S:1:pos:R:3:mulliken_charge:R:1 method="wB97M-V/def2-TZVPD" charge=+1 multiplicity=4 orbital_gap_ev="7.79 / 9.23" e_homo_ev="-11.80 / -11.80" e_lumo_ev="-4.006 / -2.576"
Cd -5.83 -13.61 -31.49 3.098
Cr -8.88 -11.54 -30.86 0.228
S -6.38 -10.60 -30.84 1.536
F -9.94 -12.04 -32.56 -0.665
F -7.88 -13.37 -31.05 0.087
O -5.56 -11.72 -31.18 -1.101
O -5.75 -9.32 -30.55 -0.641
O -3.94 -13.56 -32.32 -0.102
O -10.87 -9.79 -28.40 -0.365
O -9.07 -16.83 -28.44 -0.019
O -7.32 -11.00 -29.81 -0.347
O -5.57 -13.96 -29.38 -0.418
O -7.37 -10.52 -31.87 -0.798
N -10.41 -15.06 -30.55 -0.268
N -5.48 -15.66 -31.41 -0.326
N -10.19 -12.41 -29.47 -0.225
N -6.34 -13.76 -33.65 -0.582
C -10.89 -16.29 -30.03 0.114
C -8.59 -17.06 -27.20 -0.904
C -2.84 -12.76 -31.79 -0.942
C -6.04 -16.23 -30.23 1.080
C -5.10 -13.20 -28.25 -1.245
C -3.84 -13.88 -33.67 -0.769
C -5.52 -15.39 -29.06 -0.666
C -5.33 -14.56 -35.73 -1.610
C -9.99 -12.00 -28.04 0.557
C -10.41 -17.33 -31.01 -1.282
C -11.15 -8.44 -27.87 -0.810
C -5.83 -17.80 -30.25 -1.454
C -5.21 -14.53 -34.20 0.367
C -10.46 -16.55 -28.55 -0.878
C -9.85 -10.49 -27.82 -1.037
C -8.83 -12.87 -27.43 -1.367
H -10.15 -13.42 -29.45 0.026
H -4.76 -17.97 -30.22 0.488
H -5.35 -13.54 -36.11 0.419
H -4.49 -15.74 -29.01 0.223
H -8.77 -16.22 -26.53 0.347
H -4.01 -13.18 -28.34 0.312
H -6.21 -18.21 -31.18 0.402
H -5.87 -16.04 -32.27 0.252
H -10.77 -18.29 -30.65 0.407
H -11.38 -8.38 -26.81 0.323
H -11.19 -12.32 -29.55 0.330
H -1.87 -13.12 -32.14 0.322
H -8.05 -13.19 -28.11 0.093
H -11.97 -16.15 -30.08 0.514
H -8.54 -12.43 -26.48 0.530
H -10.79 -14.98 -31.48 0.275
H -12.03 -7.97 -28.31 0.283
H -9.02 -17.99 -26.83 0.332
H -7.11 -16.00 -30.26 -0.771
H -5.35 -12.14 -28.13 0.346
H -11.09 -17.29 -28.05 0.440
H -6.08 -15.56 -28.14 0.352
H -4.55 -16.06 -31.39 0.126
H -2.67 -12.92 -30.73 0.229
H -10.88 -12.33 -27.50 0.680
H -4.40 -14.98 -36.11 0.408
H -6.24 -18.27 -29.36 0.297
H -3.62 -13.04 -34.33 0.369
H -7.51 -17.23 -27.25 0.195
H -10.32 -7.78 -28.13 0.332
H -9.41 -15.00 -30.69 -0.356
H -6.17 -15.15 -36.11 0.403
H -10.75 -17.14 -32.03 0.431
H -2.96 -11.69 -31.96 0.330
H -9.23 -13.83 -27.08 0.255
H -5.18 -15.54 -33.79 0.013
H -10.53 -15.64 -27.95 0.282
H -8.90 -10.08 -28.17 0.349
H -9.33 -17.42 -31.09 0.139
H -5.20 -13.64 -27.26 0.397
H -7.25 -14.16 -33.86 0.316
H -6.34 -12.87 -34.12 0.310
H -9.95 -10.18 -26.78 0.561
H -3.02 -14.60 -33.61 0.443


[7]
24
Properties=species:S:1:pos:R:3:mulliken_charge:R:1 method="wB97M-V/def2-TZVPD" charge=0 orbital_gap_ev=10.27 e_homo_ev=-9.67 e_above_lowest_ev=1.783 e_lumo_ev=0.594
O 0.38 -5.34 -0.18 -0.576
O 2.98 1.92 -2.25 -0.561
N -0.48 -3.56 0.99 -0.168
N 1.24 3.46 -1.92 -0.123
C 0.64 5.04 -0.15 -1.139
C 2.05 2.63 -2.63 0.031
C -1.94 -3.78 0.82 -0.227
C 1.43 3.71 -0.54 -0.283
C 0.53 -4.28 0.43 0.035
C -2.65 -3.85 2.12 -0.991
H 1.07 2.89 0.11 0.240
H -2.33 -4.64 0.24 0.254
H -3.67 -3.43 2.10 0.296
H 1.67 2.62 -3.68 0.302
H -0.17 -2.67 1.38 0.256
H 1.16 5.90 -0.61 0.316
H 1.53 -3.81 0.58 0.296
H 0.62 4.06 -2.47 0.258
H -2.01 -3.18 2.73 0.276
H 0.68 5.15 0.95 0.342
H -2.17 -2.86 0.25 0.271
H 2.52 3.80 -0.39 0.289
H -0.42 5.06 -0.47 0.329
H -2.68 -4.84 2.60 0.279


[8]
79
Properties=species:S:1:pos:R:3:mulliken_charge:R:1 method="wB97M-V/def2-TZVPD" charge=0 multiplicity=5 orbital_gap_ev="7.01 / 6.15" e_homo_ev="-6.66 / -7.90" e_above_lowest_ev=0.577 e_lumo_ev="0.348 / -1.746"
Pt -0.54 -0.13 0.62 1.962
Te -2.78 -0.41 -0.74 -0.157
S -1.15 -0.97 2.83 -0.393
S -0.63 2.15 1.48 -0.484
P 1.80 -0.36 0.64 0.109
F 0.45 -1.39 -3.95 -0.220
F -1.68 -1.73 -3.89 -0.281
F -0.79 -0.76 -5.61 -0.284
F -0.06 2.70 -3.34 -0.255
F 1.35 1.11 -3.70 -0.144
F 0.09 1.81 -5.30 -0.314
O -0.88 0.36 -2.21 0.259
N -2.60 3.12 -0.10 0.384
N -3.76 -0.06 2.78 0.544
N -3.37 2.22 1.73 0.474
N -3.53 -2.19 2.40 0.447
N 0.12 -2.21 -1.10 0.257
C -5.01 -0.60 2.59 -0.366
C -2.33 1.07 -4.03 -1.846
C 2.79 -4.69 -0.51 -0.671
C 2.93 -0.81 4.50 -0.924
C 3.86 0.61 2.30 -0.021
C -4.88 -1.92 2.36 -0.474
C -2.87 -1.05 2.68 -0.770
C 2.24 -2.03 0.09 -0.135
C 2.71 -0.17 2.19 0.591
C -2.91 -3.48 2.19 -0.758
C 3.37 0.32 -1.59 -0.640
C 3.98 1.23 -2.45 -0.772
C 3.04 3.05 -1.19 -0.849
C 2.26 -0.88 3.30 -0.266
C 0.12 1.53 -3.98 0.342
C 3.82 2.59 -2.24 -0.534
C -4.44 2.68 0.99 -0.393
C 4.07 -0.02 4.62 -0.510
C 3.46 -2.60 0.44 -0.464
C 2.43 2.15 -0.34 -0.279
C -2.25 2.52 1.05 -0.530
C 1.59 -4.13 -0.90 -0.577
C -0.98 0.52 -3.56 0.880
C 2.61 0.77 -0.53 0.825
C -3.97 3.24 -0.15 -0.414
C 1.31 -2.78 -0.64 0.269
C -1.67 3.50 -1.15 -0.744
C 4.53 0.69 3.52 -0.774
C 3.75 -3.92 0.14 -0.870
C -0.74 -0.83 -4.27 0.275
B -3.51 1.47 3.10 -0.193
H -1.05 4.33 -0.82 0.285
H -2.25 3.80 -2.02 0.318
H -3.69 -4.19 1.92 0.310
H 4.70 -4.35 0.43 0.436
H 2.90 4.11 -1.04 0.436
H 4.30 3.29 -2.91 0.376
H 2.57 -1.36 5.36 0.441
H -0.44 -2.85 -1.66 0.358
H 0.86 -4.72 -1.44 0.391
H -2.50 2.02 -3.53 0.152
H 4.18 -2.01 0.99 0.490
H 4.57 0.87 -3.28 0.409
H 1.80 2.51 0.47 0.322
H 5.42 1.30 3.60 0.430
H -4.48 3.69 -0.98 0.474
H -1.05 2.65 -1.41 0.045
H 1.38 -1.51 3.21 0.330
H -2.53 1.60 3.76 -0.070
H 4.23 1.17 1.45 0.406
H 2.99 -5.73 -0.73 0.398
H 0.21 -1.33 -1.62 -0.475
H 4.59 0.05 5.56 0.386
H -5.89 0.01 2.64 0.445
H -5.45 2.56 1.35 0.442
H -3.11 0.38 -3.73 0.497
H -2.37 1.22 -5.11 0.393
H -4.53 1.88 3.62 -0.174
H -2.18 -3.41 1.39 0.230
H 3.49 -0.74 -1.76 0.439
H -2.41 -3.82 3.10 0.310
H -5.61 -2.69 2.16 0.456


no.,E (hartree)
1,-5987.0937
2,-2569.5331
3,-460.4057
4,-555.2027
5,-1528.0745
6,-3266.8307
7,-496.9920
8,-3660.0432